ORCA calculation (ωB97M-V with the def2-TZVPD basis set) on C61H52BrF4MoN2O3P as an isolated structure at a distorted geometry.

Geometry as XYZ:
```
125
C61H52BrF4MoN2O3P | the OMol25 dataset | ωB97M-V with the def2-TZVPD basis set
Mo 0.28636 0.27344 -0.08510
O -0.30598 -0.55369 -1.48973
C -0.13231 -0.71211 -2.86238
C 1.22663 -0.03227 -3.15397
C 2.30515 -0.56626 -2.27480
C 3.37841 -1.22464 -2.83597
C 4.43883 -1.66173 -2.04422
C 4.32345 -1.45214 -0.67576
C 3.19924 -0.84869 -0.14684
C 2.98892 -0.85752 1.32845
C 1.80007 -1.83345 1.63833
O 0.64147 -1.33447 1.10156
C 2.22216 -3.17535 1.03802
C 1.71095 -3.59631 -0.17728
C 2.15797 -4.76948 -0.75882
C 3.12922 -5.52816 -0.13052
C 3.63549 -5.12052 1.09281
C 3.19228 -3.94698 1.67078
C 1.61782 -2.01764 3.14835
C 1.99927 -1.06713 4.08329
C 1.85087 -1.30752 5.43800
C 1.31094 -2.50066 5.88294
C 0.88932 -3.43831 4.95555
C 1.02534 -3.19287 3.60353
N 2.20054 -0.34380 -0.93295
C -1.27525 0.01588 -3.58610
C -2.51314 -0.60853 -3.69393
C -3.59313 0.05314 -4.25422
C -3.45528 1.34893 -4.72027
C -2.21646 1.95822 -4.65781
C -1.13335 1.29936 -4.10189
C -0.09880 -2.17305 -3.31782
C 0.39582 -2.50227 -4.57736
C 0.41530 -3.81708 -5.00869
C -0.07370 -4.82789 -4.19767
C -0.59902 -4.50910 -2.95845
C -0.60430 -3.19332 -2.52358
H 1.50764 -0.14486 -4.19863
H 1.11315 1.02709 -2.92495
H 3.38204 -1.40456 -3.89949
H 5.29640 -2.15362 -2.47078
H 5.09887 -1.79572 -0.01023
H 3.88722 -1.20741 1.83615
H 2.71263 0.12617 1.69768
H 0.95644 -2.99378 -0.66375
H 1.75291 -5.08841 -1.70790
H 3.49424 -6.43653 -0.58666
H 4.38303 -5.72151 1.59197
H 3.58865 -3.62901 2.62602
H 2.43266 -0.12882 3.77015
H 2.17276 -0.55834 6.14547
H 1.21755 -2.69394 6.94080
H 0.45123 -4.37051 5.28366
H 0.68097 -3.92663 2.88805
H -2.63696 -1.62316 -3.34679
H -4.54603 -0.44845 -4.32593
H -4.29904 1.87646 -5.14181
H -2.08221 2.95907 -5.04132
H -0.18679 1.80937 -4.10145
H 0.76052 -1.72899 -5.23524
H 0.81356 -4.05144 -5.98536
H -0.05512 -5.85350 -4.53549
H -1.00911 -5.28048 -2.32257
H -1.01796 -2.96422 -1.55409
F -7.59696 -0.53231 1.40517
C -6.27574 -0.31656 1.52981
C -5.76105 0.41161 2.62419
F -6.59204 0.81602 3.60038
C -4.42015 0.69977 2.69511
F -3.98790 1.40851 3.75527
C -3.49089 0.27800 1.71537
P -1.73291 0.73068 1.81236
C -1.48688 -0.00700 3.48822
C -1.64956 -1.39105 3.53972
C -1.77402 -2.04296 4.74977
C -1.70621 -1.32620 5.93585
C -1.51961 0.04405 5.89609
C -1.42911 0.70404 4.68327
C -1.87193 2.51284 2.21264
C -0.83580 3.15133 2.88703
C -0.91346 4.49980 3.18569
C -2.04606 5.22151 2.85196
C -3.08182 4.59342 2.18063
C -2.98325 3.25760 1.83934
C -4.02464 -0.58494 0.72067
Br -2.85455 -1.57793 -0.36135
C -5.37468 -0.83807 0.60755
F -5.81719 -1.60825 -0.39898
H -1.69465 -1.95451 2.61716
H -1.94467 -3.10967 4.76956
H -1.81465 -1.83085 6.88520
H -1.48267 0.61652 6.81389
H -1.36652 1.78053 4.68904
H 0.02322 2.57671 3.19532
H -0.09867 4.98523 3.70424
H -2.13134 6.26345 3.12444
H -3.97891 5.14190 1.93568
H -3.79180 2.78793 1.29701
C 1.62463 3.94435 -4.17490
N 2.15523 2.82837 -3.41580
C 3.45959 2.44599 -3.91730
C 2.19365 3.05823 -1.96551
C 0.79329 3.28599 -1.44567
C 0.35536 4.60904 -1.44474
C -0.96893 4.92754 -1.21882
C -1.87234 3.89419 -1.05192
C -1.41344 2.58803 -0.97710
C -0.06291 2.21853 -1.09999
H 1.59986 3.66718 -5.22854
H 2.23367 4.85521 -4.06912
H 0.60835 4.16600 -3.85404
H 4.20705 3.24597 -3.80120
H 3.37189 2.21073 -4.97898
H 3.80600 1.55702 -3.38997
H 2.83953 3.92318 -1.72482
H 2.64096 2.16328 -1.51708
H 1.07061 5.39977 -1.63521
H -1.28596 5.96258 -1.21045
H -2.92581 4.11413 -0.94452
H -2.16157 1.80446 -0.84420
C 1.82818 2.42271 1.45147
O 1.03286 1.35464 1.10270
H 2.76168 2.39973 0.86944
H 2.08895 2.39000 2.51917
H 1.31628 3.37178 1.23681
```

Calculated values
E_LUMO (eV): 0.17
HOMO-LUMO gap (eV): 6.79
Total charge: 0

---

ORCA calculation (ωB97M-V with the def2-TZVPD basis set) on C43H58N4O2PTi as an isolated structure at a distorted geometry.

Geometry as XYZ:
```
109
C43H58N4O2PTi | the OMol25 dataset | ωB97M-V with the def2-TZVPD basis set
Ti -0.26973 0.12975 -0.12529
C -4.47779 0.42872 4.71691
C -3.66939 1.63435 4.25402
C -3.33875 2.54006 5.44769
C -2.39419 1.28757 3.51552
C -1.68435 2.29012 2.86437
C -0.44886 2.08861 2.27905
C 0.21027 3.34567 1.71671
C -0.67757 3.99517 0.64709
C 0.50728 4.39558 2.79613
C 0.14068 0.76778 2.28454
C -0.60405 -0.25528 2.93968
C -1.84309 0.02062 3.50826
C -0.11395 -1.66523 3.11309
C -0.02583 -2.05537 4.59128
C -1.00079 -2.65483 2.35092
C 1.68568 0.72746 2.15956
C 2.26948 1.67411 3.01514
C 3.61629 1.98016 3.01876
C 4.45569 1.34128 2.12165
C 3.92775 0.34518 1.32376
C 2.57663 -0.03538 1.34647
P 2.14374 -1.60605 0.45793
C 3.10905 -2.97117 1.43575
C 4.59530 -2.66352 1.65607
C 2.95723 -4.29377 0.66864
C 2.54429 -3.23351 2.83216
C 2.88761 -1.59390 -1.29970
C 2.10402 -2.64881 -2.10788
C 2.56494 -0.24765 -1.92952
C 4.38950 -1.82194 -1.51713
H -5.41632 0.76077 5.15949
H -3.94571 -0.14037 5.48250
H -4.71937 -0.25357 3.90009
H -4.28240 2.21893 3.55785
H -2.68667 2.01928 6.15231
H -4.25203 2.81691 5.97478
H -2.83672 3.45722 5.13846
H -2.09315 3.29495 2.87325
H 1.15169 3.06049 1.25733
H -1.55480 4.46757 1.09356
H -1.04137 3.28383 -0.09534
H -0.11856 4.78213 0.13414
H -0.39696 4.66660 3.34381
H 0.88719 5.30283 2.32298
H 1.25202 4.06777 3.51994
H -2.35686 -0.78427 4.01850
H 0.88539 -1.69735 2.70666
H -1.01279 -2.23044 5.02345
H 0.46913 -1.28494 5.18532
H 0.54050 -2.98179 4.69959
H -2.04542 -2.55877 2.65898
H -0.70036 -3.68338 2.55836
H -0.94078 -2.51622 1.27148
H 1.62207 2.18076 3.71677
H 3.99947 2.71697 3.71371
H 5.51091 1.57726 2.07432
H 4.59683 -0.19736 0.67358
H 5.16596 -2.50806 0.74834
H 5.03084 -3.52845 2.16484
H 4.73773 -1.80774 2.31414
H 3.50023 -4.31962 -0.26815
H 1.90898 -4.53242 0.47477
H 3.36196 -5.09254 1.29407
H 2.65229 -2.37551 3.49790
H 3.12722 -4.04850 3.26755
H 1.50774 -3.55660 2.80936
H 1.03760 -2.42883 -2.10038
H 2.24726 -3.66606 -1.76081
H 2.45151 -2.60561 -3.14355
H 1.49825 -0.00617 -1.88541
H 2.81196 -0.28954 -2.99432
H 3.12082 0.56825 -1.47599
H 4.73477 -2.80177 -1.20768
H 5.01041 -1.06769 -1.03493
H 4.57912 -1.74480 -2.59176
N 1.95824 3.86981 -2.15443
C 2.89967 3.98745 -1.15912
C 2.58919 3.03675 -0.23209
N 1.47795 2.33912 -0.63853
C 1.13419 2.85813 -1.79037
C -0.03942 2.34541 -2.45798
N -0.70346 1.35724 -1.90637
C -1.79881 1.11763 -2.71876
C -1.76235 1.96636 -3.77450
N -0.63292 2.74171 -3.59490
H 1.92155 4.44167 -2.98105
H 3.68506 4.72302 -1.20539
H 3.09126 2.82006 0.69712
H -2.51226 0.33919 -2.51692
H -2.41427 2.09032 -4.62170
H -0.32194 3.46841 -4.21676
C -4.44402 0.30023 0.71756
C -3.19815 -0.30237 0.17208
O -2.12765 0.32096 0.35201
C -3.19327 -1.54171 -0.56250
C -4.37853 -2.28375 -0.72774
C -4.37527 -3.46125 -1.43432
C -3.18020 -3.91506 -1.99904
C -2.00126 -3.20826 -1.86028
C -1.99919 -2.01979 -1.13881
O -0.84623 -1.34719 -1.00944
H -4.20727 1.24904 1.18757
H -4.89302 -0.36995 1.45184
H -5.17720 0.44648 -0.07684
H -5.30026 -1.92452 -0.28822
H -5.28561 -4.03188 -1.55455
H -3.17494 -4.84189 -2.55856
H -1.07779 -3.56187 -2.29801
```

Calculated values
E_LUMO (alpha / beta) (eV): -5.74 / -5.94
Spin multiplicity: 2
HOMO-LUMO gap (alpha / beta) (eV): 7.39 / 7.53
Expectation value of S²: 0.75
Total charge: +2

---

ORCA calculation (ωB97M-V with the def2-TZVPD basis set) on an isolated ion of composition C5H8O3 and charge -2 at a distorted geometry.

Geometry as XYZ:
```
16
C5H8O3 | the OMol25 dataset | ωB97M-V with the def2-TZVPD basis set
O -2.76283 -0.75503 0.53232
C -2.30121 0.29658 0.03533
O -2.73174 1.47597 0.16787
C -1.02477 0.21324 -0.86016
C 0.25922 0.41708 0.02358
C 1.36220 -0.64403 -0.17264
C 2.80273 -0.04690 0.18613
O 3.78259 -1.01023 0.08619
H -0.83801 -0.79025 -1.26245
H -1.14802 0.95276 -1.65234
H 0.67532 1.42949 0.02913
H -0.07211 0.27365 1.06099
H 1.47863 -0.90733 -1.22018
H 1.25828 -1.50336 0.48309
H 3.05747 0.83683 -0.41613
H 2.78204 0.27804 1.25643
```

Calculated values
E_LUMO (eV): 6.84
HOMO-LUMO gap (eV): 6.29
Energy relative to the best compared isomer or geometry (same formula, charge and spin) (kcal per mole): 8.83
Total charge: -2

---

ORCA calculation (ωB97M-V with the def2-TZVPD basis set) on a single C4H6N2O molecule.

Geometry as XYZ:
```
13
C4H6N2O | the OMol25 dataset | ωB97M-V with the def2-TZVPD basis set
H 0.13364 2.21115 -2.36247
N 0.91140 1.60536 -2.10577
C 0.62529 0.96041 -1.06887
O 1.43463 0.04908 -0.42998
C 0.46884 -0.20518 0.63119
C 0.02508 -1.64991 0.70238
C -0.47056 0.77862 -0.05625
N -1.63059 1.25324 0.04685
H -2.10079 0.88459 0.87672
H 0.86591 0.15371 1.58795
H 0.88335 -2.30045 0.89376
H -0.69449 -1.78348 1.51784
H -0.45172 -1.95711 -0.23336
```

Calculated values
E_LUMO (eV): 0.28
HOMO-LUMO gap (eV): 10.50
Energy relative to the best compared isomer or geometry (same formula, charge and spin) (kcal per mole): 43.97
Total charge: 0

---

ORCA calculation (ωB97M-V with the def2-TZVPD basis set) on an isolated ion of composition C2H7N4OS and charge +1 at a distorted geometry.

Geometry as XYZ:
```
15
C2H7N4OS | the OMol25 dataset | ωB97M-V with the def2-TZVPD basis set
C 0.17210 0.96811 0.14947
C 1.63008 1.33778 -0.00864
N -0.71319 1.76674 -0.15179
N 1.56356 -1.08790 -0.15186
N -0.02092 -0.25666 0.73502
N -0.98633 -1.05788 0.02687
O 3.78824 -0.13430 0.55257
S 2.77619 -0.01199 -0.45778
H 2.03020 2.20633 -0.56353
H 1.92199 1.53399 1.12120
H -1.72350 1.45311 -0.06533
H 1.69423 -1.81616 0.46788
H -1.22963 -1.81866 0.77376
H -0.37770 -1.50597 -0.69759
H -1.85660 -0.38680 -0.17479
```

Calculated values
E_LUMO (alpha / beta) (eV): -4.03 / -7.80
Spin multiplicity: 3
HOMO-LUMO gap (alpha / beta) (eV): 8.97 / 6.56
Expectation value of S²: 2.02
Energy relative to the best compared isomer or geometry (same formula, charge and spin) (kcal per mole): 68.95
Total charge: +1

---

- Number 1 is which compound?
  C61H52BrF4MoN2O3P

---

Repeat the fifth record exactly.
ORCA calculation (ωB97M-V with the def2-TZVPD basis set) on an isolated ion of composition C2H7N4OS and charge +1 at a distorted geometry.

Geometry as XYZ:
```
15
C2H7N4OS | the OMol25 dataset | ωB97M-V with the def2-TZVPD basis set
C 0.17210 0.96811 0.14947
C 1.63008 1.33778 -0.00864
N -0.71319 1.76674 -0.15179
N 1.56356 -1.08790 -0.15186
N -0.02092 -0.25666 0.73502
N -0.98633 -1.05788 0.02687
O 3.78824 -0.13430 0.55257
S 2.77619 -0.01199 -0.45778
H 2.03020 2.20633 -0.56353
H 1.92199 1.53399 1.12120
H -1.72350 1.45311 -0.06533
H 1.69423 -1.81616 0.46788
H -1.22963 -1.81866 0.77376
H -0.37770 -1.50597 -0.69759
H -1.85660 -0.38680 -0.17479
```

Calculated values
E_LUMO (alpha / beta) (eV): -4.03 / -7.80
Spin multiplicity: 3
HOMO-LUMO gap (alpha / beta) (eV): 8.97 / 6.56
Expectation value of S²: 2.02
Energy relative to the best compared isomer or geometry (same formula, charge and spin) (kcal per mole): 68.95
Total charge: +1

---

- Which of these has the highest total charge?
  C43H58N4O2PTi

---

What did the third record say?
ORCA calculation (ωB97M-V with the def2-TZVPD basis set) on an isolated ion of composition C5H8O3 and charge -2 at a distorted geometry.

Geometry as XYZ:
```
16
C5H8O3 | the OMol25 dataset | ωB97M-V with the def2-TZVPD basis set
O -2.76283 -0.75503 0.53232
C -2.30121 0.29658 0.03533
O -2.73174 1.47597 0.16787
C -1.02477 0.21324 -0.86016
C 0.25922 0.41708 0.02358
C 1.36220 -0.64403 -0.17264
C 2.80273 -0.04690 0.18613
O 3.78259 -1.01023 0.08619
H -0.83801 -0.79025 -1.26245
H -1.14802 0.95276 -1.65234
H 0.67532 1.42949 0.02913
H -0.07211 0.27365 1.06099
H 1.47863 -0.90733 -1.22018
H 1.25828 -1.50336 0.48309
H 3.05747 0.83683 -0.41613
H 2.78204 0.27804 1.25643
```

Calculated values
E_LUMO (eV): 6.84
HOMO-LUMO gap (eV): 6.29
Energy relative to the best compared isomer or geometry (same formula, charge and spin) (kcal per mole): 8.83
Total charge: -2